Here is a molecular structure, C30H31N11O2STi at a distorted geometry from the OMol25 dataset. Energies are from ωB97M-V/def2-TZVPD.

Properties
Kohn-Sham gap (spin up / spin down): 5.012 / 5.055 eV
Relative energy (zero: lowest compared OMol25 entry of this formula, charge and spin): 63.02 kJ/mol
Calculated total energy: -3161.795390 Ha

```
! wB97M-V def2-TZVPD RIJCOSX def2/J DEFGRID3
* xyz 2 1
Ti -0.21567 -0.15933 -0.45926
C -1.56458 -1.99031 3.28103
C -0.81222 -1.56751 2.05957
N -0.91742 -0.36001 1.48859
N -1.67411 0.59214 2.14722
C -1.64302 1.85752 1.71566
N -2.35353 2.75607 2.40748
S -0.74917 2.33540 0.34226
C 0.06232 -2.40767 1.36099
C 0.71346 -3.52699 1.95084
C 1.71423 -4.15775 1.29414
C 2.08037 -3.69891 -0.00367
C 1.42183 -2.66298 -0.56477
N 0.40731 -1.97261 0.08810
H -2.63033 -1.76712 3.17164
H -1.48747 -3.06261 3.42652
H -1.20846 -1.50566 4.19526
H -2.16362 0.32534 2.99219
H -2.84165 2.52693 3.25784
H -2.30563 3.72348 2.13458
H 0.44303 -3.83236 2.95079
H 2.24507 -4.97694 1.75646
H 2.88167 -4.17532 -0.55030
H 1.66772 -2.30197 -1.55478
N 1.71793 0.54247 0.04088
C 2.75236 1.03179 -0.07010
C 4.04992 1.64310 -0.20775
C 5.13599 0.86811 -0.60539
C 6.37694 1.46803 -0.72659
C 6.52280 2.82185 -0.44806
C 5.43266 3.58737 -0.05332
C 4.18484 3.00131 0.06911
H 5.00751 -0.18634 -0.80828
H 7.23169 0.88106 -1.03020
H 7.49636 3.28369 -0.53534
H 5.55610 4.63892 0.16246
H 3.32701 3.58261 0.37863
N -5.47762 0.55637 -0.07675
N -4.24774 0.46320 -0.71003
N -3.93633 1.21762 -1.75421
C -2.67786 0.86271 -1.93775
N -2.26497 -0.05483 -1.05128
N -3.31034 -0.28397 -0.25665
H -6.08072 1.09116 -0.69504
H -5.82466 -0.38595 0.07416
H -2.06549 1.26638 -2.72651
C -0.53416 -5.13393 -0.93284
O -0.27589 -4.13543 -1.92736
C -1.32279 -3.43288 -2.41551
C -2.64996 -3.55144 -2.01621
C -3.62460 -2.81211 -2.67144
C -3.30008 -1.93439 -3.69964
C -1.97530 -1.77959 -4.07044
C -1.00718 -2.52923 -3.43190
N 0.33761 -2.60073 -3.91829
C 1.04849 -1.72472 -4.55275
C 1.00062 -0.29927 -4.50009
C 1.54977 0.38098 -5.61613
C 1.63957 1.74741 -5.64656
C 1.23388 2.46518 -4.51102
C 0.75904 1.82149 -3.38764
C 0.62906 0.42641 -3.35983
O 0.25155 -0.17883 -2.25359
H -1.25136 -5.86518 -1.30473
H -0.90153 -4.66505 -0.01890
H 0.41815 -5.61443 -0.73554
H -2.92324 -4.23697 -1.22927
H -4.65947 -2.95094 -2.38854
H -4.07322 -1.39438 -4.22670
H -1.70841 -1.13336 -4.89662
H 0.70253 -3.54938 -3.90891
H 1.83096 -2.15330 -5.17454
H 1.88281 -0.20079 -6.46691
H 2.03298 2.25668 -6.51292
H 1.32005 3.54414 -4.50231
H 0.48784 2.38153 -2.49897
*
```


Here is a molecular structure, C30H31N7O8OsPSe from the OMol25 dataset. Energies are from ωB97M-V/def2-TZVPD.

Properties
Kohn-Sham gap: 6.137 eV
Calculated total energy: -4979.485174 Ha

```
! wB97M-V def2-TZVPD RIJCOSX def2/J DEFGRID3
* xyz 3 1
Os 1.71509 -0.57044 -0.63164
N -1.35717 -1.23057 2.76061
C -0.04016 -0.68825 3.23879
P 0.47739 0.74330 2.18698
O -0.79330 1.38127 1.74136
O 1.60659 0.39098 1.23162
C 1.23256 1.98864 3.33631
N 0.17816 3.03594 3.59218
H -2.01689 -0.45866 2.62266
H -1.74869 -1.88950 3.43687
H -1.30420 -1.76159 1.84608
H 0.69100 -1.49248 3.28596
H -0.21279 -0.31206 4.24818
H 2.06360 2.46121 2.81792
H 1.59528 1.59150 4.28196
H 0.54693 3.98610 3.52918
H -0.25754 2.94335 4.51123
H -0.55748 2.89387 2.86529
O -1.25282 -2.98660 0.60626
C -0.20025 -2.74133 0.05665
O 0.39622 -1.58194 0.39519
C 0.42531 -3.61188 -0.96927
C -0.39892 -4.24722 -1.89198
C 0.19208 -5.01234 -2.87885
C 1.55729 -5.20289 -2.96979
C 2.33677 -4.55168 -2.03406
C 1.80293 -3.77698 -1.02936
N 3.80750 -4.61752 -2.14454
O 4.27751 -5.47754 -2.84252
O 4.43104 -3.75958 -1.54195
N -0.67296 -5.61060 -3.92271
O -0.17032 -6.44672 -4.63272
O -1.80384 -5.18127 -3.99489
H -1.47411 -4.13211 -1.86874
H 1.98994 -5.82197 -3.74350
H 2.46912 -3.31951 -0.31314
C 6.81084 0.36969 1.05635
N 5.83076 1.33936 0.56969
C 4.67277 1.08644 -0.03801
Se 4.08762 -0.65867 -0.54207
N 4.07934 2.24782 -0.34064
C 4.88066 3.30850 0.08090
C 4.73427 4.68715 -0.01300
C 5.76443 5.44514 0.50764
C 6.89283 4.85588 1.10148
C 7.03563 3.48597 1.19214
C 5.99982 2.72496 0.66234
H 6.54369 -0.62671 0.71823
H 6.83949 0.39170 2.14398
H 7.78913 0.62819 0.65748
H 3.20904 2.31435 -0.84348
H 3.87563 5.14560 -0.48427
H 5.70806 6.52325 0.44890
H 7.67384 5.49470 1.48956
H 7.90923 3.03807 1.64474
N 1.42099 -0.74648 -2.32381
C 1.00642 -0.79870 -3.58325
C 1.72989 -1.75769 -4.40662
C 3.12259 -1.87025 -4.29674
C 3.79332 -2.80974 -5.05534
C 3.08075 -3.66689 -5.88991
C 1.69661 -3.57175 -5.99027
C 1.01829 -2.61252 -5.26155
C -0.11442 -0.03076 -4.03045
C -1.00409 0.56352 -3.10908
C -2.09807 1.26155 -3.56110
C -2.31861 1.38975 -4.93434
C -1.43887 0.83261 -5.85617
C -0.33937 0.12790 -5.41330
H 3.66936 -1.19154 -3.65291
H 4.87127 -2.87877 -5.00476
H 3.60915 -4.41222 -6.46943
H 1.15079 -4.24449 -6.63858
H -0.05992 -2.53341 -5.33043
H -0.84147 0.44113 -2.04552
H -2.79383 1.70269 -2.86115
H -3.18386 1.93633 -5.28615
H -1.61046 0.96003 -6.91572
H 0.37096 -0.27135 -6.12451
*
```


Here is a molecular structure, C30H31N9O2PtS3 from the OMol25 dataset. Energies are from ωB97M-V/def2-TZVPD.

Properties
Kohn-Sham gap: 6.058 eV
Relative energy (zero: lowest compared OMol25 entry of this formula, charge and spin): 0.00 kJ/mol
Calculated total energy: -3118.487900 Ha

```
! wB97M-V def2-TZVPD RIJCOSX def2/J DEFGRID3
* xyz 2 1
Pt -0.07881 -0.02653 -0.80161
C -2.78521 -3.41311 3.87070
C -2.59152 -2.04937 3.32877
N -2.84832 -0.93829 3.94243
N -2.55278 0.03004 3.03910
C -2.12435 -0.44828 1.88480
S -1.90292 0.55049 0.49380
N -2.14500 -1.78331 2.04417
N -1.69131 -2.67838 1.08671
H -3.00996 -3.33721 4.93129
H -1.89443 -4.02538 3.73164
H -3.62193 -3.90685 3.37370
H -2.64691 1.00201 3.29374
H -0.87272 -3.15902 1.45399
H -2.42283 -3.34717 0.87210
C -1.23289 6.73179 -0.15974
C -0.11713 5.86238 -0.75925
C 0.80288 6.73258 -1.62886
C 0.70672 5.27075 0.38378
C -0.74307 4.78141 -1.63373
C -1.55612 5.16398 -2.72474
C -2.15872 4.25699 -3.56485
C -1.94554 2.90235 -3.31567
S -2.55688 1.51791 -4.17569
C -1.73967 0.49194 -3.09697
N -1.05337 1.12036 -2.16678
C -1.14461 2.50523 -2.24849
C -0.54150 3.43372 -1.40151
C -1.64447 -0.95328 -3.05613
C -2.21003 -1.86221 -3.94533
C -1.94968 -3.21374 -3.79126
C -1.12271 -3.65906 -2.76699
C -0.55356 -2.76606 -1.86006
C -0.84508 -1.43364 -2.02086
H -0.79557 7.49542 0.48405
H -1.91895 6.13239 0.44159
H -1.81191 7.24351 -0.92846
H 1.26139 7.50848 -1.01501
H 0.25618 7.22700 -2.43209
H 1.60092 6.13678 -2.07544
H 1.11738 6.08001 0.98667
H 1.54956 4.68055 0.01665
H 0.09914 4.64816 1.04493
H -1.71723 6.21660 -2.91217
H -2.77683 4.58708 -4.38842
H 0.06751 3.09547 -0.57318
H -2.83872 -1.51052 -4.75395
H -2.38230 -3.92536 -4.48036
H -0.90827 -4.71506 -2.66873
H 0.09090 -3.11430 -1.06520
N 2.36801 -6.37409 4.00405
C 2.20352 -5.11242 3.54167
C 1.07829 -4.35105 3.90731
C 0.91770 -3.06986 3.42697
C 1.86143 -2.52072 2.56149
C 3.00143 -3.25038 2.21715
C 3.16090 -4.53103 2.68829
S 1.67892 -0.86980 2.04863
O 0.47522 -0.34801 2.63424
O 2.91411 -0.16972 2.15797
N 1.32071 -0.91609 0.39667
C 2.30827 -0.90591 -0.55928
N 3.55462 -1.31115 -0.47641
C 4.26670 -1.20113 -1.59847
C 3.75655 -0.70872 -2.79889
C 2.44192 -0.29972 -2.80538
N 1.73916 -0.39486 -1.67693
H 1.75644 -6.74666 4.70743
H 3.22491 -6.87000 3.83707
H 0.36313 -4.76395 4.60827
H 0.09349 -2.45674 3.76713
H 3.75988 -2.79993 1.59260
H 4.04757 -5.09409 2.42614
H 5.29755 -1.52899 -1.53591
H 4.36560 -0.64900 -3.68726
H 1.94519 0.10474 -3.67762
*
```


Here is a molecular structure, C30H32Br2N3O5S2Ta from the OMol25 dataset. Energies are from ωB97M-V/def2-TZVPD.

Properties
Kohn-Sham gap: 5.834 eV
Relative energy (zero: lowest compared OMol25 entry of this formula, charge and spin): 0.00 kJ/mol
Calculated total energy: -7703.922897 Ha

```
! wB97M-V def2-TZVPD RIJCOSX def2/J DEFGRID3
* xyz 2 1
Ta 0.04280 -0.18508 -0.33276
C 4.25289 -1.19933 5.92910
C 4.65695 0.04125 5.12057
C 6.17753 0.05120 4.96939
C 4.23058 1.30996 5.87333
C 3.94629 0.00592 3.76870
C 2.54456 -0.01125 3.73807
C 1.94046 -0.05121 2.51295
Br 0.01872 -0.04082 2.39070
C 2.63248 -0.07295 1.30218
O 1.84632 -0.14266 0.17459
C 4.01591 -0.01311 1.29226
C 4.62202 0.00906 2.56001
C 4.92367 0.06308 0.05654
C 5.77454 1.33954 0.16365
C 4.17935 0.12468 -1.28156
C 5.84701 -1.16283 0.03680
H 4.75083 -1.18507 6.89900
H 4.54350 -2.11692 5.41393
H 3.17830 -1.23739 6.11550
H 6.63369 0.06862 5.95882
H 6.53021 0.93485 4.43398
H 6.54465 -0.84054 4.45685
H 4.73480 1.35167 6.83919
H 3.15660 1.33346 6.06455
H 4.49657 2.20799 5.31353
H 1.96098 0.01492 4.64750
H 5.70063 0.04147 2.58630
H 5.14399 2.22926 0.20471
H 6.42122 1.42052 -0.71090
H 6.41486 1.33913 1.04447
H 3.52298 0.99545 -1.34034
H 3.59711 -0.77676 -1.47826
H 4.91932 0.21790 -2.07764
H 6.44743 -1.23983 0.94279
H 6.53153 -1.09419 -0.80980
H 5.27659 -2.08885 -0.06872
Br 1.22946 -2.06422 -3.21002
C 0.71567 -0.29395 -3.50712
C 0.78930 0.22509 -4.79070
C 0.43809 1.54513 -4.99956
C 0.03358 2.32067 -3.91545
C -0.01861 1.73126 -2.68092
N 0.30554 0.42842 -2.45832
C -0.41914 2.50765 -1.45724
O -0.68729 3.65789 -1.43498
O -0.40693 1.68109 -0.38262
H 1.12161 -0.40773 -5.60039
H 0.48646 1.96879 -5.99384
H -0.23662 3.36364 -4.00648
O -3.50602 -4.48553 0.24357
C -4.29380 -3.38952 0.20308
C -5.67826 -3.48804 0.30670
C -6.46478 -2.35512 0.26534
C -5.88981 -1.09436 0.11953
C -4.52268 -0.98929 0.01494
C -3.69905 -2.12587 0.05316
C -2.26113 -1.95542 -0.05712
O -1.81094 -0.68209 -0.21905
N -1.37577 -2.88144 -0.02887
N -0.07762 -2.35398 -0.14054
C 0.79876 -3.33372 0.08127
S 0.22916 -4.91257 0.42160
C 1.86670 -5.57486 0.84107
C 2.90710 -4.85796 0.01060
S 2.49886 -3.08780 0.04197
H -4.05881 -5.26978 0.34630
H -6.13164 -4.46558 0.42169
H -7.53877 -2.45478 0.34816
H -6.50889 -0.20969 0.08978
H -4.06607 -0.01620 -0.09657
H 1.85535 -6.64328 0.63085
H 2.02867 -5.42510 1.90837
H 2.90191 -5.19062 -1.02677
H 3.91028 -4.96805 0.41900
*
```


Here is a molecular structure, C30H32ClF5N3NaO6S at a distorted geometry from the OMol25 dataset. Energies are from ωB97M-V/def2-TZVPD.

Properties
Kohn-Sham gap: 4.905 eV
Relative energy (zero: lowest compared OMol25 entry of this formula, charge and spin): 19.99 kJ/mol
Calculated total energy: -3298.150493 Ha

```
! wB97M-V def2-TZVPD RIJCOSX def2/J DEFGRID3
* xyz -2 1
Na 1.20021 0.67297 1.54597
C -1.27354 4.58708 -1.72192
N -0.50660 3.45216 -1.22760
C -0.28137 2.40567 -2.14335
C 0.29163 3.59318 -0.03836
C -0.53246 3.59781 1.25198
N -0.08195 2.55470 2.13819
C -0.81633 2.35935 3.21476
C -0.97666 1.02307 3.75799
F -0.15817 0.01884 3.26576
C -2.07343 0.62562 4.46581
F -2.14811 -0.68379 4.86646
C -2.97521 1.59415 4.95607
C -2.66454 2.94036 4.73374
F -3.41697 3.91452 5.30275
C -1.56656 3.30190 3.98014
F -1.11757 4.59281 3.95072
H -0.59723 5.38820 -2.06127
H -1.95609 4.99450 -0.93147
H -1.91850 4.31051 -2.57838
H 0.45179 2.62444 -2.90719
H -1.17654 2.14111 -2.66166
H 0.06915 1.48806 -1.67248
H 0.76301 4.57694 -0.11767
H 1.03300 2.79940 -0.00652
H -1.62240 3.54378 1.10184
H -0.40614 4.58602 1.74585
H -3.79930 1.33695 5.60068
C -1.39984 -5.79661 -2.13287
C -2.48620 -4.77313 -2.26491
C -3.82398 -5.27038 -1.78701
C -4.96189 -4.26759 -1.98073
C -4.58413 -2.89363 -1.49081
C -5.52807 -1.87894 -1.29234
C -5.10245 -0.59005 -0.93159
F -6.00724 0.39429 -1.03172
C -3.80235 -0.32711 -0.53095
C -2.79749 -1.31091 -0.72349
C -1.37228 -0.97674 -0.41147
O -1.05625 -0.11728 0.38186
C -0.46169 -1.87377 -1.11211
C -0.88468 -3.12930 -1.49741
N -2.21057 -3.51002 -1.54139
C -3.20085 -2.57603 -1.27683
C 1.01490 -1.52344 -1.29342
O 1.55121 -2.37306 -2.00725
O 1.44235 -0.46680 -0.77098
H -1.72723 -6.73828 -2.63733
H -1.17657 -6.00796 -1.07368
H -0.47956 -5.43556 -2.59568
H -2.60889 -4.48243 -3.32594
H -3.78759 -5.46938 -0.72192
H -4.07988 -6.17964 -2.31217
H -5.87236 -4.54830 -1.47304
H -5.26269 -4.14953 -3.05655
H -6.60961 -2.07901 -1.39468
H -3.50680 0.61272 -0.09248
H -0.15270 -3.88349 -1.85160
O 3.49009 1.79393 -0.01770
S 4.33355 0.59076 -0.33477
C 6.18145 1.06426 -0.18676
C 6.84431 1.10951 -1.54738
C 5.94711 0.45736 -2.59560
C 4.47615 0.52676 -2.18805
H 6.57616 0.28753 0.48158
H 6.25857 1.98844 0.37121
H 7.86184 0.60339 -1.48244
H 7.08152 2.17563 -1.76380
H 6.19910 -0.60106 -2.75571
H 6.06834 0.87053 -3.60845
H 3.91474 -0.34358 -2.46747
H 3.94362 1.43080 -2.58095
Cl 4.10496 -0.07022 5.95374
C 4.71236 0.31510 4.32668
C 3.74359 0.00888 3.14106
O 4.36528 -0.22034 2.06208
O 2.50738 0.10602 3.25014
H 5.65251 -0.21311 4.13087
H 4.92963 1.40046 4.23137
*
```


Here is a molecular structure, C30H32ClN3RuSSi2 at a distorted geometry from the OMol25 dataset. Energies are from ωB97M-V/def2-TZVPD.

Properties
Kohn-Sham gap (spin up / spin down): 6.154 / 6.707 eV
Relative energy (zero: lowest compared OMol25 entry of this formula, charge and spin): 313.60 kJ/mol
Calculated total energy: -2858.402770 Ha

```
! wB97M-V def2-TZVPD RIJCOSX def2/J DEFGRID3
* xyz 1 6
C 5.20455 0.90353 0.90465
C 4.49318 1.77041 0.00256
C 3.53550 2.52514 0.77888
H 4.72463 1.94015 -1.04980
C 3.65018 2.07452 2.15218
C 4.70663 1.11299 2.21419
H 5.07981 0.63642 3.12501
H 6.02577 0.23392 0.63508
H 2.97594 3.39001 0.42213
H 3.11742 2.51606 2.99552
Ru 2.73872 0.56109 0.61846
Si -0.78863 -3.00718 -0.56840
C -0.56853 -2.48964 -2.34686
C -1.66762 -2.22294 -3.17792
H -2.67720 -2.43249 -2.81720
C -1.48299 -1.64981 -4.43607
H -2.34476 -1.39086 -5.05739
C -0.19282 -1.37976 -4.90149
H -0.04083 -0.92032 -5.88096
C 0.90628 -1.70705 -4.10557
H 1.91947 -1.50402 -4.45292
C 0.72392 -2.29710 -2.85359
H 1.60016 -2.57899 -2.26409
C -0.59081 -1.47289 0.50539
C -0.01983 -0.30383 -0.05398
H 0.09818 -0.22671 -1.13489
C 0.70471 0.63895 0.80205
H 1.18969 1.55733 0.33061
C 0.17557 0.73264 2.16488
H 0.50242 1.57688 2.78042
C -0.43098 -0.43226 2.71486
H -0.53075 -0.51759 3.79972
C -0.82641 -1.48648 1.88886
H -1.25079 -2.39621 2.32846
H 2.31546 -0.04211 -0.85636
Si -1.19274 0.96253 0.88296
C -2.69521 1.69779 1.91155
C -3.32337 2.82756 1.36556
H -2.94918 3.26677 0.43883
C -4.46257 3.38991 1.95341
H -4.96015 4.23810 1.47876
C -4.95524 2.86440 3.15639
H -5.81372 3.32958 3.64669
C -4.32820 1.74948 3.72691
H -4.70320 1.33552 4.66741
C -3.21332 1.16576 3.10337
H -2.76665 0.28525 3.56330
C -2.15965 1.15314 -0.81905
C -1.74290 2.10594 -1.74463
H -0.93871 2.80340 -1.49831
C -2.36450 2.17441 -2.99764
H -2.04182 2.92082 -3.72563
C -3.39358 1.28471 -3.32136
H -3.84694 1.30265 -4.31629
C -3.83734 0.36043 -2.36856
H -4.64753 -0.32909 -2.61261
C -3.22309 0.30216 -1.11358
H -3.58224 -0.42199 -0.37428
H -1.93504 -3.81116 -0.40654
Cl 0.82657 -4.21008 -0.05726
N 2.55171 -1.21627 1.92455
N 3.47208 -2.30593 1.69270
C 3.91532 -2.43999 0.41746
N 4.46257 -3.61062 0.07643
S 3.88303 -1.19753 -0.74073
H 1.59861 -1.59332 1.88468
H 2.68559 -0.92610 2.89737
H 3.14921 -3.16705 2.15730
H 4.84616 -3.71771 -0.85202
H 4.71076 -4.28522 0.79648
*
```